one:
7
Properties=species:S:1:pos:R:3 method="wB97M-V/def2-TZVPD" orbital_gap_ev=10.3 charge=+1 homo_energy_ev=-16.00
C -1.02 1.25 0.01
C 0.42 -0.76 0.14
N -0.45 0.26 0.01
Cl 2.04 -0.02 -0.15
H -1.60 2.19 -0.15
H 0.45 -1.19 1.06
H 0.16 -1.73 -0.92

two:
7
Properties=species:S:1:pos:R:3 method="wB97M-V/def2-TZVPD" orbital_gap_ev=10.2 charge=+1 homo_energy_ev=-15.89
C -0.84 1.42 -0.03
C 0.98 -0.28 0.11
N 0.05 0.71 0.12
Cl 2.68 0.13 -0.14
H -1.62 2.15 -0.01
H 0.70 -0.96 0.85
H 0.38 -0.94 -1.07

Most stable of them? one.

one:
14
Properties=species:S:1:pos:R:3 method="wB97M-V/def2-TZVPD" orbital_gap_ev=8.9 homo_energy_ev=-7.77 smiles="NC1=C[C@]2(N)N[C@H]12"
N 1.85 0.79 -1.06
C 0.59 0.27 -0.64
C -0.64 0.96 -0.07
C -0.84 -0.05 0.80
N -1.77 -0.40 1.74
C 0.38 -0.82 0.33
N 0.19 -1.07 -1.13
H 1.80 1.08 -2.03
H 2.07 1.62 -0.51
H -1.28 1.76 -0.44
H -1.90 -1.39 1.88
H -2.65 0.10 1.68
H 1.14 -1.34 0.90
H 1.06 -1.52 -1.45

two:
14
Properties=species:S:1:pos:R:3 method="wB97M-V/def2-TZVPD" orbital_gap_ev=7.3 homo_energy_ev=-6.41 smiles="NC1=C[C@]2(N)N[C@H]12"
N 1.45 1.09 -1.28
C 0.42 0.30 -0.85
C -0.72 0.81 -0.05
C -0.71 -0.19 0.86
N -1.45 -0.47 1.95
C 0.43 -1.08 0.42
N 0.34 -1.04 -1.11
H 1.97 0.84 -2.10
H 1.42 2.07 -1.04
H -1.44 1.59 -0.31
H -1.43 -1.43 2.25
H -2.33 0.02 2.08
H 1.40 -0.76 0.80
H 1.22 -1.41 -1.48

three:
14
Properties=species:S:1:pos:R:3 method="wB97M-V/def2-TZVPD" orbital_gap_ev=10.6 homo_energy_ev=-9.88 smiles=N#C[C@@H]1CCNN1
C 1.90 0.94 -0.22
C 0.21 -0.92 -0.22
C -1.26 -0.62 -0.27
C 0.89 0.26 0.50
N 2.72 1.45 -0.82
N -1.29 0.87 -0.18
N -0.31 1.21 0.79
H 0.53 -1.94 0.17
H 0.75 -1.15 -1.21
H -1.73 -1.05 -1.14
H -1.90 -1.12 0.56
H 1.38 0.05 1.46
H -1.07 1.10 -1.06
H -0.84 0.92 1.65

four:
14
Properties=species:S:1:pos:R:3 method="wB97M-V/def2-TZVPD" orbital_gap_ev=9.5 homo_energy_ev=-8.75
C 1.67 -0.69 0.21
C 0.78 0.62 0.96
N -0.37 -0.01 0.39
C -0.97 0.39 -0.72
N -0.76 1.55 -1.21
C -1.86 -0.63 -1.27
N -2.57 -1.45 -1.67
H 1.17 -1.44 -0.49
H 2.17 -1.30 0.94
H 2.32 -0.13 -0.45
H 1.05 1.56 0.46
H 0.41 0.99 1.97
H -0.54 -0.90 0.82
H -1.38 1.71 -2.00

Most stable of them? three.

one:
14
Properties=species:S:1:pos:R:3 method="wB97M-V/def2-TZVPD" orbital_gap_ev="6.7 / 6.7" homo_energy_ev="-6.62 / -6.62" smiles="CC1=C(N)CN=N1"
C 1.48 0.95 0.53
C -2.02 -0.35 0.01
C 0.64 -0.16 0.10
C -0.72 0.37 -0.08
N 1.06 -1.35 -0.33
N -0.54 1.61 -0.42
N 0.82 1.85 -0.47
H 0.47 -1.88 -0.97
H 2.05 -1.56 -0.35
H 2.54 0.84 0.31
H 1.32 1.27 1.57
H -2.23 -0.67 1.03
H -2.04 -1.24 -0.63
H -2.82 0.32 -0.31

two:
14
Properties=species:S:1:pos:R:3 method="wB97M-V/def2-TZVPD" orbital_gap_ev=8.2 homo_energy_ev=-7.21 smiles=Nc1c[nH]c(N)c1
N 1.20 -0.70 -2.08
C 0.46 -0.33 -0.96
C 0.89 0.30 0.21
C -0.26 0.38 1.03
N -0.38 0.93 2.32
C -1.32 -0.29 0.43
N -0.84 -0.67 -0.84
H 0.77 -0.41 -2.95
H 2.16 -0.40 -2.01
H 1.91 0.53 0.48
H -1.36 0.84 2.58
H -0.18 1.93 2.28
H -1.60 -1.12 1.10
H -1.43 -0.98 -1.59

Most stable of them? two.

one:
14
Properties=species:S:1:pos:R:3 method="wB97M-V/def2-TZVPD" orbital_gap_ev=8.3 homo_energy_ev=-7.68
C -0.23 0.56 -0.15
C 1.07 0.88 -0.77
C 2.06 -0.34 -0.58
C 1.19 -1.20 0.09
H -2.91 1.06 1.73
H -2.98 -0.49 0.52
H 0.74 1.39 -1.69
H 1.38 1.64 0.14
H 3.04 -0.32 -1.01
H 1.40 -2.45 -0.14
H -1.10 -1.37 0.47
N -2.30 0.22 1.03
N -1.34 1.11 0.15
N -0.02 -0.69 0.20

two:
14
Properties=species:S:1:pos:R:3 method="wB97M-V/def2-TZVPD" orbital_gap_ev=8.2 homo_energy_ev=-7.14 smiles=Nc1c[nH]c(N)c1
N 2.44 -0.09 0.46
C 1.09 -0.20 0.07
C 0.26 0.46 -0.82
C -1.06 0.29 -0.30
N -2.28 0.77 -0.82
C -0.94 -0.47 0.84
N 0.34 -0.93 0.92
H 2.98 -0.60 -0.21
H 2.70 0.89 0.47
H 0.54 0.87 -1.79
H -3.05 0.21 -0.47
H -2.30 0.76 -1.83
H -1.47 -0.54 1.77
H 0.73 -1.43 1.70

Most stable of them? two.